Density functional theory data (the ωB97M-V functional and the def2-TZVPD basis) for a cluster of 2 separate species, C3H6N4 in total in a non-equilibrium geometry.

```
13
Properties=species:S:1:pos:R:3:forces:R:3
C 0.853 1.347 0.339 0.8 0.1 0.4
C -1.986 0.497 -0.514 -1.9 0.3 3.0
C 0.332 -1.102 0.436 -0.2 1.1 -2.7
N 1.239 2.437 0.721 1.9 3.2 -2.0
N -2.108 0.580 -1.684 0.2 0.0 -3.6
N -2.290 0.327 0.670 1.5 -0.4 1.0
N 0.339 0.305 0.097 0.3 -1.0 0.1
H -0.529 -1.455 -0.100 -0.4 -0.8 0.2
H 1.170 -1.606 0.046 1.2 -0.5 -0.6
H 0.301 -1.326 1.440 -0.4 -0.1 2.4
H -2.017 1.381 -2.290 0.1 -0.1 0.3
H -1.456 0.121 1.268 -1.5 0.4 -0.6
H 1.836 3.110 0.044 -1.9 -2.4 2.2
```
Forces are in eV/Å.

Output
Molar mass: 98.109 g/mol
Orbital gap: 10.2 eV
Net charge: 0
Energy relative to the best compared isomer or geometry (same formula, charge and spin): 64.6 kcal per mole


Density functional theory data (the ωB97M-V functional and the def2-TZVPD basis) for a cluster of 2 separate species, C3H6N4 in total in a non-equilibrium geometry.

```
13
Properties=species:S:1:pos:R:3:forces:R:3
N 2.654 0.777 -0.557 3.9 0.8 0.0
N 1.383 0.457 -0.415 -2.6 0.8 1.6
N 0.808 0.720 0.672 0.3 -0.5 -1.0
H 3.377 0.663 0.153 -1.0 0.1 0.6
H 3.000 1.429 -1.245 -0.9 -0.5 -0.7
H 1.311 1.330 1.343 0.8 -0.4 -0.4
C -1.239 -1.261 0.172 1.5 1.1 0.9
N -1.734 -2.310 -0.317 -0.7 0.9 -2.2
C -1.813 0.101 0.081 -2.8 -0.9 0.3
C -2.752 0.876 0.052 1.5 -1.2 -0.1
H -1.026 -2.962 -0.653 0.0 -0.6 1.5
H -0.314 -1.230 0.758 0.3 -0.3 -0.6
H -3.656 1.411 -0.045 -0.1 0.6 0.0
```
Forces are in eV/Å.

Output
Molar mass: 98.109 g/mol
Orbital gap: 9.5 eV
Net charge: 0
Energy relative to the best compared isomer or geometry (same formula, charge and spin): 150.6 kcal per mole


Density functional theory data (the ωB97M-V functional and the def2-TZVPD basis) for a structure of composition C3H6N4O in a non-equilibrium geometry.

```
14
Properties=species:S:1:pos:R:3:forces:R:3
N -0.434 -0.893 0.996 0.0 -0.4 -2.2
C 0.390 -1.259 -0.095 1.5 -5.5 -2.1
C -0.630 0.320 0.388 -1.7 2.7 -0.2
N 1.726 -1.452 0.256 -0.5 0.6 -0.3
C -0.789 1.497 0.998 -0.2 0.0 -0.9
N -1.166 0.278 -1.321 -1.8 1.6 1.7
N -0.544 0.935 -2.108 1.7 1.8 2.4
O -0.016 -1.692 -1.206 1.0 1.0 3.0
H -0.047 -0.940 1.932 0.2 0.3 -0.2
H 2.272 -1.783 -0.529 0.0 0.2 0.1
H 2.151 -0.695 0.773 0.1 -0.1 0.1
H -1.041 1.697 -2.595 -0.6 -1.8 -1.3
H -0.796 1.607 2.076 0.2 -0.2 0.0
H -1.077 2.381 0.436 0.2 -0.1 -0.1
```
Forces are in eV/Å.

Output
Molar mass: 114.108 g/mol
Orbital gap (alpha / beta): 7.9 / 7.9 eV
Net charge: 0
Energy relative to the best compared isomer or geometry (same formula, charge and spin): 137.6 kcal per mole


Density functional theory data (the ωB97M-V functional and the def2-TZVPD basis) for an isolated molecule of C3H6N4O in a non-equilibrium geometry.

```
14
Properties=species:S:1:pos:R:3:forces:R:3
C 0.088 1.299 3.189 -1.0 -0.8 -0.5
C -0.638 -1.038 -0.327 1.6 1.3 2.2
C 0.622 0.892 -1.286 -2.0 0.0 -2.5
N -0.202 0.729 2.177 -0.3 -2.2 -1.8
N -0.007 1.060 0.871 1.1 1.5 -1.6
N -0.023 0.157 -0.200 -2.1 -1.2 2.1
N -0.689 -1.825 -1.466 3.3 2.8 -2.2
O 0.071 1.683 4.280 0.6 1.0 1.7
H -0.860 -1.609 0.606 -0.2 1.3 -0.5
H -0.114 0.941 -2.250 1.9 -0.3 2.2
H 0.829 1.921 -0.955 -0.2 -0.7 0.0
H 1.540 0.357 -1.502 0.2 0.1 -0.4
H 0.280 -1.845 -1.938 -2.1 0.0 0.6
H -0.897 -2.721 -1.198 -0.7 -2.7 0.5
```
Forces are in eV/Å.

Output
Molar mass: 114.108 g/mol
Orbital gap (alpha / beta): 7.3 / 7.3 eV
Net charge: 0
Energy relative to the best compared isomer or geometry (same formula, charge and spin): 122.5 kcal per mole


Density functional theory data (the ωB97M-V functional and the def2-TZVPD basis) for an isolated molecule of C3H6N4O in a non-equilibrium geometry.

```
14
Properties=species:S:1:pos:R:3:forces:R:3
C -0.712 1.184 0.246 2.6 -0.2 -1.3
C -0.228 0.339 1.381 -0.4 -1.4 1.7
C -0.588 -2.424 -0.224 -0.4 0.6 0.4
H 1.707 0.178 -1.034 -0.2 -0.3 -0.6
H 2.139 1.851 -0.779 -0.4 -1.7 0.2
H -0.188 1.914 -1.536 0.3 0.0 -0.3
H -0.368 0.815 2.370 0.3 -0.4 -0.5
H -1.514 -2.667 0.349 0.7 -0.2 -0.5
H -0.319 -2.900 -1.183 -0.4 0.3 0.7
N 1.480 1.057 -0.618 3.0 1.9 0.4
N 0.241 1.545 -0.697 -3.1 -0.2 0.7
N 0.021 -0.935 1.393 -0.5 2.4 0.2
N 0.172 -1.487 0.182 0.5 -1.2 -1.3
O -1.844 1.529 0.150 -2.0 0.5 0.2
```
Forces are in eV/Å.

Output
Molar mass: 114.108 g/mol
Orbital gap: 10.0 eV
Net charge: 0
Energy relative to the best compared isomer or geometry (same formula, charge and spin): 79.9 kcal per mole


Density functional theory data (the ωB97M-V functional and the def2-TZVPD basis) for a structure of composition C3H6N4O in a non-equilibrium geometry.

```
14
Properties=species:S:1:pos:R:3:forces:R:3
N 0.658 -0.938 0.105 -0.8 1.5 -1.5
C -0.157 -0.935 -0.840 0.5 -3.3 1.0
N 0.974 -1.975 0.978 0.2 -0.9 -0.2
C 0.452 0.772 0.882 -1.5 2.2 -0.9
C -0.645 1.337 -0.199 1.0 0.8 1.9
N -1.095 -1.153 -1.580 0.4 0.9 0.3
N -0.262 2.157 -1.080 0.2 -0.3 0.0
O 0.086 0.599 2.037 0.0 -0.4 -0.1
H 1.933 -1.824 1.279 -0.2 0.1 -0.1
H 0.386 -1.891 1.808 0.0 0.3 -0.2
H -1.043 -1.213 -2.584 0.2 0.0 -0.1
H -1.025 2.624 -1.572 -0.1 -0.2 0.1
H 1.413 1.239 0.612 0.3 -0.5 0.0
H -1.676 1.202 0.154 0.0 -0.2 -0.3
```
Forces are in eV/Å.

Output
Molar mass: 114.108 g/mol
Orbital gap: 9.1 eV
Net charge: 0
Energy relative to the best compared isomer or geometry (same formula, charge and spin): 114.6 kcal per mole


Density functional theory data (the ωB97M-V functional and the def2-TZVPD basis) for a cluster of 2 separate species, C3H6N4O in total in a non-equilibrium geometry.

```
14
Properties=species:S:1:pos:R:3:forces:R:3
C -0.988 -1.060 -0.932 1.9 -2.4 -0.1
C 0.449 -1.208 -1.175 -6.7 0.4 1.9
C 1.071 -0.524 -0.148 4.3 4.2 1.4
H 1.453 1.479 0.550 -2.9 -1.1 1.7
H 0.375 1.319 2.250 -0.4 0.1 -2.9
H -1.776 1.819 0.529 0.7 -3.1 -1.4
H -1.783 -1.945 -1.189 1.7 3.1 -0.1
H 0.865 -1.908 -1.761 1.3 -2.2 -2.2
H 3.185 -0.130 -0.535 -3.4 0.7 1.1
N 0.126 1.332 1.160 5.8 -2.0 2.5
N 0.130 -0.229 0.850 -2.3 6.2 -0.9
N -1.223 -0.200 0.193 -0.1 -2.1 -0.3
N 2.236 0.169 -0.009 0.0 -2.3 -1.0
O -1.799 1.078 -0.209 0.0 0.5 0.3
```
Forces are in eV/Å.

Output
Molar mass: 114.108 g/mol
Orbital gap: 8.0 eV
Net charge: 0
Energy relative to the best compared isomer or geometry (same formula, charge and spin): 222.2 kcal per mole


Density functional theory data (the ωB97M-V functional and the def2-TZVPD basis) for an isolated molecule of C3H6N4O in a non-equilibrium geometry.

```
14
Properties=species:S:1:pos:R:3:forces:R:3
C 0.812 1.611 0.039 0.4 -1.8 -0.7
C -1.010 0.511 0.073 1.9 -2.0 -1.1
C 0.055 -0.408 0.014 -1.2 -2.9 0.8
N -0.462 1.731 0.017 -1.1 1.5 0.6
N 1.219 0.322 -0.025 -1.1 -0.7 -0.4
N -2.385 0.258 0.058 -0.4 -0.4 0.4
N 0.205 -1.881 0.100 1.1 3.3 -1.7
O 2.538 -0.140 -0.040 -0.5 0.3 0.8
H 1.542 2.281 0.147 2.3 3.1 0.1
H -2.935 1.086 0.031 0.0 1.2 0.8
H -2.731 -0.146 -0.783 0.3 -1.1 -0.9
H -0.540 -2.408 0.440 -1.7 -0.4 0.6
H 1.001 -2.021 0.671 0.8 -0.5 0.7
H 2.691 -0.796 -0.744 -0.8 0.4 -0.1
```
Forces are in eV/Å.

Output
Molar mass: 114.108 g/mol
Orbital gap: 8.1 eV
Net charge: 0
Energy relative to the best compared isomer or geometry (same formula, charge and spin): 73.1 kcal per mole